# C31H57N2O5P3SiTi

A molecular structure, C31H57N2O5P3SiTi (ωB97M-V with the def2-TZVPD basis set, OMol25).

XYZ file:
```
100
Properties=species:S:1:pos:R:3:mulliken_charge:R:1
Ti 0.376 -0.103 -0.482 -1.14
C 3.476 1.091 1.928 -1.35
P 1.871 0.269 1.721 1.75
C 2.239 -1.390 2.375 -1.42
C 0.923 1.132 3.050 -1.47
C -0.601 1.014 2.977 -0.24
P -1.173 1.195 1.260 0.89
C -2.967 0.972 1.366 -1.28
C -1.003 2.996 1.028 -1.42
H 4.258 0.506 1.450 0.37
H 3.673 1.170 2.999 0.56
H 3.471 2.072 1.462 0.29
H 2.532 -1.315 3.423 0.54
H 3.076 -1.795 1.804 0.26
H 1.391 -2.057 2.261 0.06
H 1.213 2.182 2.963 0.42
H 1.304 0.786 4.013 0.70
H -1.083 1.777 3.591 0.83
H -0.936 0.046 3.339 -0.25
H -3.370 1.627 2.140 0.48
H -3.207 -0.067 1.600 0.25
H -3.428 1.225 0.410 0.29
H -1.430 3.516 1.887 0.57
H -1.520 3.319 0.125 0.31
H 0.046 3.277 0.926 0.35
C -0.931 -2.382 3.923 -1.62
C -1.590 -2.490 2.569 0.81
C -2.795 -3.171 2.456 -1.08
C -3.346 -3.332 1.198 -0.98
C -2.680 -2.832 0.094 -0.94
C -1.476 -2.154 0.281 -0.21
N -0.960 -1.971 1.505 0.63
N -0.717 -1.653 -0.811 1.44
Si -0.458 -2.706 -2.241 0.72
C 0.598 -4.102 -1.668 -1.23
C -2.017 -3.378 -2.996 -1.39
C 0.326 -1.743 -3.623 -0.41
H -0.720 -3.382 4.307 0.44
H -1.587 -1.895 4.647 0.40
H 0.008 -1.836 3.878 0.11
H -3.271 -3.578 3.339 0.51
H -4.289 -3.852 1.072 0.47
H -3.094 -2.937 -0.896 0.58
H -0.002 -4.859 -1.155 0.32
H 1.365 -3.746 -0.975 0.10
H 1.097 -4.585 -2.514 0.43
H -2.449 -4.216 -2.444 0.35
H -1.742 -3.746 -3.989 0.44
H -2.792 -2.615 -3.133 0.41
H 1.411 -1.871 -3.646 0.04
H 0.141 -0.666 -3.574 -0.26
H -0.080 -2.107 -4.571 0.71
C 6.297 -0.497 -1.787 -1.71
C 5.122 -1.447 -1.930 1.76
C 4.671 -1.963 -0.575 -1.01
C 5.415 -2.584 -2.883 -1.86
O 4.041 -0.688 -2.594 0.57
P 2.951 0.204 -1.911 -0.16
O 3.422 1.185 -0.924 -0.77
O 1.890 -0.792 -1.275 -0.73
O 2.221 0.828 -3.153 0.07
C 2.815 1.410 -4.382 1.68
C 4.091 2.178 -4.068 -1.47
C 1.746 2.358 -4.880 -1.52
C 3.039 0.283 -5.377 -1.45
H 7.102 -0.986 -1.237 0.48
H 5.998 0.403 -1.246 0.29
H 6.678 -0.203 -2.767 0.37
H 5.497 -2.511 -0.120 0.69
H 3.812 -2.631 -0.665 0.09
H 4.406 -1.139 0.091 -0.21
H 6.267 -3.163 -2.518 0.41
H 5.661 -2.194 -3.873 0.36
H 4.554 -3.250 -2.972 0.35
H 3.927 2.876 -3.245 0.32
H 4.370 2.748 -4.955 0.53
H 4.923 1.524 -3.810 0.16
H 1.636 3.214 -4.213 0.25
H 0.781 1.851 -4.962 0.23
H 2.028 2.724 -5.869 0.58
H 3.726 -0.466 -4.989 0.10
H 3.460 0.697 -6.295 0.50
H 2.092 -0.204 -5.621 0.27
C -2.393 0.675 -2.674 -1.17
C -1.285 1.592 -2.306 0.26
O -0.350 1.154 -1.521 0.64
C -1.218 2.971 -2.738 1.03
C -2.197 3.488 -3.598 -0.78
C -2.147 4.810 -4.008 -0.91
C -1.124 5.640 -3.566 -0.56
C -0.139 5.134 -2.722 -1.14
C -0.180 3.813 -2.318 0.26
H -2.403 -0.197 -2.025 -0.17
H -2.285 0.324 -3.707 0.36
H -3.355 1.182 -2.602 0.65
H -2.994 2.853 -3.959 0.40
H -2.910 5.195 -4.673 0.45
H -1.087 6.674 -3.887 0.44
H 0.668 5.774 -2.386 0.45
H 0.604 3.412 -1.688 0.51
```

Computed properties:
2S+1 = 2
Net charge = +1
LUMO energy (alpha / beta) = -3.3340 / -3.2836 eV
⟨S²⟩ = 0.78
Energy relative to the best compared isomer or geometry (same formula, charge and spin) = 186.92 kJ/mol

# C31H57N4O2P2Zn

A molecular structure, C31H57N4O2P2Zn (ωB97M-V with the def2-TZVPD basis set, OMol25).

XYZ file:
```
97
Properties=species:S:1:pos:R:3:mulliken_charge:R:1
C -1.165 2.031 0.999 0.04
C -2.392 0.603 -0.451 1.14
C -2.217 2.946 1.024 -0.78
C -3.407 1.589 -0.557 -1.28
C -3.328 2.743 0.195 -0.85
H -2.124 3.815 1.666 0.58
H -4.285 1.349 -1.156 0.51
H -4.123 3.488 0.150 0.43
N -1.260 0.892 0.294 1.83
P 1.707 1.696 1.246 0.24
P -1.590 -2.122 -0.512 1.04
C 0.088 2.327 1.853 -1.94
H 0.204 3.416 1.992 0.77
H -0.074 1.917 2.863 0.84
C 2.147 -0.712 0.547 -0.31
O 3.181 -1.254 0.530 -0.47
C -2.585 -0.718 -0.976 -2.19
H -3.526 -0.857 -1.523 0.25
C -0.640 -3.192 -1.844 2.46
C -2.916 -3.099 0.465 1.86
C 2.303 3.054 0.040 2.52
C 2.737 1.734 2.836 1.90
C 0.882 -2.969 -1.680 -1.54
H 1.241 -3.319 -0.699 0.25
H 1.403 -3.561 -2.450 0.63
H 1.177 -1.919 -1.823 0.01
C -0.901 -4.696 -1.691 -1.88
H -0.511 -5.086 -0.740 0.36
H -1.962 -4.955 -1.799 0.27
H -0.357 -5.221 -2.495 0.56
C -1.069 -2.723 -3.234 -1.66
H -0.754 -3.470 -3.982 0.45
H -2.158 -2.612 -3.322 0.39
H -0.586 -1.769 -3.485 -0.03
C -2.288 -4.307 1.183 -1.57
H -1.388 -4.038 1.754 0.02
H -3.036 -4.707 1.883 0.57
H -2.029 -5.119 0.494 0.40
C -3.558 -2.165 1.501 -1.57
H -2.816 -1.637 2.113 0.14
H -4.206 -1.419 1.024 0.31
H -4.181 -2.781 2.166 0.64
C -4.017 -3.562 -0.502 -1.45
H -4.459 -2.727 -1.062 0.27
H -3.666 -4.316 -1.218 0.24
H -4.825 -4.022 0.092 0.46
C 4.219 1.539 2.476 -1.71
H 4.787 1.454 3.415 0.52
H 4.379 0.616 1.902 0.25
H 4.639 2.380 1.910 0.30
C 2.299 0.552 3.720 -1.80
H 1.236 0.601 3.990 0.23
H 2.506 -0.416 3.249 0.20
H 2.879 0.603 4.656 0.70
C 2.541 3.014 3.662 -1.74
H 1.490 3.170 3.938 0.27
H 3.114 2.897 4.593 0.57
H 2.911 3.915 3.163 0.33
C 1.136 3.431 -0.883 -1.96
H 0.376 4.026 -0.358 0.24
H 1.520 4.060 -1.701 0.73
H 0.654 2.556 -1.337 0.09
C 3.465 2.454 -0.777 -1.63
H 3.245 1.443 -1.141 0.24
H 3.632 3.079 -1.667 0.46
H 4.400 2.432 -0.203 0.33
C 2.798 4.328 0.734 -1.95
H 2.047 4.770 1.401 0.31
H 3.736 4.182 1.285 0.37
H 3.007 5.074 -0.047 0.52
Zn -0.029 -0.697 0.495 0.66
N 2.043 0.387 -2.726 -0.55
C 1.391 0.942 -3.523 -0.32
C 0.487 1.459 -4.606 2.45
C -0.915 0.896 -4.362 -1.36
C 0.472 2.985 -4.590 -1.64
C 1.085 0.941 -5.908 -1.83
H -0.937 -0.171 -4.615 0.35
H -1.192 1.013 -3.301 0.19
H -1.681 1.405 -4.966 0.46
H 1.492 3.367 -4.740 0.41
H -0.166 3.359 -5.403 0.46
H 0.090 3.368 -3.636 0.25
H 0.492 1.252 -6.777 0.42
H 2.110 1.320 -6.016 0.41
H 1.120 -0.157 -5.889 0.37
C -1.472 -1.296 5.056 -0.74
N -0.650 -2.268 4.344 -0.20
C -0.172 -2.035 3.119 0.37
N 0.589 -3.011 2.517 -0.34
O -0.453 -0.950 2.508 -0.83
H -1.669 -0.425 4.423 0.20
H -0.958 -0.964 5.967 0.32
H -2.429 -1.752 5.337 0.33
H -0.405 -3.137 4.811 0.19
H 1.173 -2.739 1.727 -0.02
H 0.900 -3.800 3.071 0.26
```

Computed properties:
Net charge = +1
LUMO energy = -2.3757 eV
Energy relative to the best compared isomer or geometry (same formula, charge and spin) = 0.00 kJ/mol

# C31H58BBrI4N2O8Si2

A molecular structure, C31H58BBrI4N2O8Si2 (ωB97M-V with the def2-TZVPD basis set, OMol25).

XYZ file:
```
107
Properties=species:S:1:pos:R:3:mulliken_charge:R:1
C -1.108 4.917 3.305 -0.59
O -0.280 4.331 4.265 -0.44
C 0.635 3.423 3.657 0.39
C 1.193 2.478 4.696 -1.11
C 1.312 1.033 4.189 -0.68
Si -0.352 0.193 3.917 0.06
C -0.331 -1.668 4.111 -0.70
B -1.664 -2.249 4.701 0.58
O -1.600 -3.175 5.732 -0.53
O -2.868 -1.824 4.210 -0.42
O -1.010 0.695 2.448 0.00
Si -0.563 0.005 1.026 -0.21
Br 1.516 -0.830 1.049 -0.25
C -0.669 1.340 -0.292 -0.51
C 0.378 2.411 -0.141 0.17
O 1.277 2.399 0.665 -0.46
O 0.276 3.430 -1.047 -0.47
C -1.705 -1.392 0.479 0.09
I -0.806 -2.883 -0.720 0.09
C -3.010 -1.421 0.776 -0.08
C -3.731 -0.357 1.547 -0.70
I -4.309 -2.973 0.142 0.04
C -1.531 0.873 5.257 0.07
I -3.234 1.902 4.519 -0.07
C -1.323 0.733 6.565 0.05
C -0.115 0.034 7.128 -1.00
I -2.634 1.494 8.041 0.05
H -0.536 5.416 2.520 0.32
H -1.761 4.180 2.831 0.09
H -1.743 5.653 3.780 0.25
H 1.430 4.003 3.191 0.52
H 0.121 2.903 2.853 -0.63
H 2.197 2.810 4.947 0.53
H 0.624 2.549 5.614 0.41
H 1.856 0.430 4.907 0.65
H 1.879 1.064 3.265 0.53
H -0.070 -2.220 3.211 0.56
H 0.454 -1.892 4.829 0.22
H -2.274 -3.843 5.597 0.28
H -3.595 -2.318 4.594 0.19
H -0.652 0.907 -1.284 0.48
H -1.631 1.826 -0.129 0.50
H -0.613 3.799 -1.059 0.27
H -4.761 -0.644 1.707 0.56
H -3.301 -0.243 2.526 -0.28
H -3.720 0.584 1.008 0.22
H 0.785 0.569 6.862 0.18
H -0.171 0.042 8.207 0.60
H -0.072 -0.991 6.788 0.14
C 5.555 -4.864 -0.276 -1.91
C 4.015 -4.888 -0.359 1.87
C 3.428 -5.352 0.972 -1.19
C 3.669 -6.838 1.240 -0.55
C 3.170 -7.696 0.077 -1.27
C 3.678 -7.247 -1.295 1.68
N 3.537 -5.771 -1.466 0.49
O 2.326 -5.465 -1.803 -0.59
C 5.144 -7.679 -1.494 -1.69
C 2.881 -7.962 -2.381 -1.86
C 3.591 -3.455 -0.643 -1.78
H 5.878 -3.984 0.279 0.47
H 5.981 -5.718 0.245 0.31
H 6.000 -4.809 -1.270 0.38
H 2.350 -5.160 0.979 0.34
H 3.856 -4.752 1.778 0.38
H 4.729 -7.030 1.427 0.32
H 3.146 -7.130 2.153 0.39
H 3.459 -8.737 0.235 0.37
H 2.076 -7.675 0.076 0.39
H 5.552 -7.245 -2.407 0.36
H 5.201 -8.763 -1.588 0.46
H 5.797 -7.412 -0.667 0.29
H 1.808 -7.831 -2.256 0.37
H 3.091 -9.030 -2.337 0.43
H 3.156 -7.601 -3.373 0.45
H 4.022 -3.095 -1.579 0.42
H 3.939 -2.805 0.159 0.45
H 2.511 -3.357 -0.704 0.20
C -1.114 4.963 -6.480 -1.94
C -1.167 4.780 -4.949 1.87
C -1.563 3.344 -4.615 -0.73
C -3.027 3.043 -4.939 -0.60
C -3.959 4.054 -4.270 -1.26
C -3.582 5.516 -4.519 1.69
N -2.120 5.736 -4.311 0.47
O -1.857 5.866 -3.050 -0.59
C -3.998 5.945 -5.939 -1.70
C -4.372 6.405 -3.565 -1.86
C 0.243 5.066 -4.450 -1.74
H -0.198 4.520 -6.869 0.48
H -1.929 4.476 -7.010 0.30
H -1.110 6.020 -6.748 0.37
H -1.389 3.158 -3.550 -0.14
H -0.911 2.659 -5.159 0.45
H -3.189 3.034 -6.020 0.32
H -3.276 2.038 -4.591 0.42
H -4.984 3.893 -4.610 0.38
H -3.959 3.864 -3.191 0.38
H -3.609 6.938 -6.169 0.37
H -5.084 5.990 -6.008 0.46
H -3.672 5.261 -6.719 0.29
H -4.254 6.101 -2.527 0.36
H -5.431 6.341 -3.809 0.43
H -4.064 7.447 -3.653 0.45
H 0.560 6.077 -4.711 0.45
H 0.940 4.367 -4.910 0.42
H 0.333 4.949 -3.373 0.28
```

Computed properties:
2S+1 = 3
LUMO energy (alpha / beta) = -0.0072 / -0.0134 eV
⟨S²⟩ = 2.01

# C31H58F4N4O5

3 unconnected molecules or ions with the total composition C31H58F4N4O5 (ωB97M-V with the def2-TZVPD basis set, OMol25).

XYZ file:
```
102
Properties=species:S:1:pos:R:3:mulliken_charge:R:1
C -0.143 5.266 1.761 -0.92
N -0.679 6.485 1.140 -0.39
C -2.088 6.392 0.789 -0.84
C -2.357 5.296 -0.235 0.61
O -1.903 5.343 -1.331 -0.54
O -3.026 4.152 0.196 -0.10
C -4.461 4.045 0.125 1.19
C -4.783 2.548 0.232 -1.38
C -3.766 1.793 1.069 0.53
F -4.311 0.555 1.386 -0.44
C -5.203 4.883 1.181 -1.00
C -5.257 4.331 2.612 -1.28
C -4.005 4.482 3.493 0.21
C -4.102 5.619 4.507 -1.57
N -4.428 6.910 3.905 -0.09
C -5.659 7.480 4.139 0.87
C -6.197 8.372 3.045 -1.01
O -6.267 7.295 5.164 -0.63
C -4.938 4.512 -1.265 0.74
F -6.211 4.116 -1.472 -0.27
F -4.921 5.860 -1.364 -0.27
F -4.192 4.019 -2.256 -0.23
H -0.944 4.691 2.231 0.10
H 0.356 4.610 1.042 0.42
H 0.578 5.523 2.538 0.38
H -0.172 6.663 0.281 0.38
H -2.675 6.246 1.692 0.27
H -2.389 7.334 0.325 0.38
H -4.784 2.110 -0.766 0.49
H -5.774 2.413 0.663 0.19
H -2.862 1.611 0.495 0.06
H -3.519 2.293 2.005 0.03
H -6.236 4.957 0.829 0.52
H -4.817 5.905 1.164 0.25
H -5.550 3.280 2.588 0.67
H -6.083 4.845 3.114 0.70
H -3.889 3.570 4.086 0.45
H -3.097 4.560 2.895 -0.33
H -4.882 5.402 5.236 0.52
H -3.167 5.699 5.066 0.39
H -4.147 7.013 2.941 0.09
H -7.195 8.016 2.788 0.28
H -6.303 9.387 3.425 0.34
H -5.583 8.391 2.143 0.27
C -0.577 -0.785 0.554 -1.83
C 0.563 0.256 0.479 2.27
C 0.836 0.704 -0.964 -1.49
C 1.543 -0.346 -1.814 -0.60
C 2.834 -0.798 -1.138 -0.98
C 2.610 -1.317 0.287 1.75
N 1.844 -0.274 1.056 0.54
O 2.594 0.641 1.538 -0.64
C 1.897 -2.671 0.247 -1.61
C 3.946 -1.531 0.991 -1.73
C 0.132 1.468 1.294 -2.17
H -1.067 -0.914 -0.412 0.34
H -0.244 -1.759 0.891 0.35
H -1.336 -0.463 1.268 0.43
H 1.458 1.604 -0.931 0.43
H -0.116 0.994 -1.416 0.37
H 0.883 -1.198 -2.001 0.30
H 1.775 0.080 -2.791 0.43
H 3.315 -1.589 -1.718 0.10
H 3.533 0.043 -1.101 0.43
H 1.585 -2.981 1.245 0.48
H 2.591 -3.422 -0.133 -0.09
H 1.029 -2.690 -0.408 0.36
H 4.560 -0.635 0.976 0.41
H 4.483 -2.331 0.478 0.35
H 3.794 -1.825 2.030 0.44
H 0.021 1.214 2.349 0.55
H -0.832 1.805 0.913 0.27
H 0.838 2.290 1.215 0.52
C 3.860 -9.016 -1.641 -1.60
C 4.081 -8.396 -3.039 1.73
C 5.571 -8.302 -3.398 -1.50
C 6.327 -7.221 -2.634 -0.45
C 5.649 -5.865 -2.815 -1.33
C 4.171 -5.883 -2.412 1.80
N 3.492 -7.016 -3.135 0.44
O 3.133 -6.704 -4.320 -0.62
C 4.049 -5.990 -0.888 -1.95
C 3.486 -4.589 -2.833 -1.68
C 3.382 -9.289 -4.058 -1.92
H 4.791 -9.399 -1.221 0.32
H 3.431 -8.322 -0.929 0.30
H 3.161 -9.849 -1.710 0.48
H 5.651 -8.095 -4.470 0.38
H 6.022 -9.283 -3.230 0.43
H 6.402 -7.480 -1.574 0.28
H 7.351 -7.165 -3.008 0.42
H 6.155 -5.097 -2.224 0.40
H 5.725 -5.564 -3.864 0.41
H 3.013 -6.158 -0.588 0.47
H 4.377 -5.046 -0.451 0.20
H 4.668 -6.771 -0.454 0.43
H 3.622 -4.383 -3.891 0.49
H 3.919 -3.760 -2.268 0.22
H 2.416 -4.626 -2.625 0.49
H 2.305 -9.296 -3.892 0.47
H 3.760 -10.306 -3.930 0.45
H 3.570 -8.971 -5.079 0.39
```

Computed properties:
2S+1 = 3
LUMO energy (alpha / beta) = 0.5412 / 0.5323 eV
⟨S²⟩ = 2.01